No. 1
Formula: C40H75NO16S7
Source: OMol25
Level of theory: the ωB97M-V functional and the def2-TZVPD basis

Calculated values
total energy	-152782.843	eV
gap between HOMO and LUMO	9.003	eV
energy above the lowest of the compared OMol25 structures with the same formula, charge and spin	0.000	eV
E_LUMO	-0.036	Ha
SMILES	O=[N+]([O-])c1ccccc1.O=S1(=O)CCCC1.O=S1(=O)CCCC1.O=S1(=O)CCCC1.O=S1(=O)CCCC1.O=S1(=O)CCCC1.O=S1(=O)CCCC1.O=S1(=O)CCCC1.CCCCCC

Last column: Mulliken charge in e.
CARTESIAN COORDINATES (ANGSTROEM)
S -23.7481 -27.6223 29.5555  1.066
S -14.2265 -25.6540 30.9858  1.014
S -13.7745 -17.0531 40.0909  1.097
S -31.1957 -21.9141 29.7068  1.063
S -27.5643 -14.1529 27.6222  1.037
S -19.2823 -16.7600 27.5157  1.051
S -20.9901 -29.1598 37.0183  1.051
O -30.1592 -21.3900 28.8616  -0.650
O -24.6333 -28.3858 28.6995  -0.631
O -28.4907 -13.8567 26.5277  -0.613
O -22.7493 -28.1838 30.4000  -0.610
O -21.7531 -28.1324 36.2641  -0.610
O -27.6747 -13.5453 28.9559  -0.623
O -12.5124 -17.7372 40.4252  -0.647
O -13.2763 -25.5351 32.0628  -0.625
O -20.2688 -22.7196 36.0367  -0.548
O -19.5316 -21.3080 34.5515  -0.558
O -18.4444 -17.6620 28.3488  -0.644
O -20.5151 -16.1809 28.0134  -0.603
O -21.5496 -29.9546 38.1099  -0.635
O -14.0228 -15.7612 40.6477  -0.617
O -30.8420 -22.4714 31.0065  -0.645
O -13.8532 -25.3903 29.5806  -0.625
N -20.4925 -21.9017 35.1014  0.894
C -18.5092 -29.9383 36.0982  -0.625
C -18.4457 -28.4509 36.6131  -0.635
C -33.6360 -21.4837 30.3386  -0.588
C -15.2890 -27.2408 31.1227  -0.652
C -25.5336 -15.5264 26.3278  -0.622
C -22.9648 -22.4774 35.0086  -0.189
C -32.3581 -23.0512 28.8177  -0.576
C -24.4496 -21.4026 33.4957  -0.365
C -25.0145 -25.3079 29.6262  -0.666
C -26.0710 -16.4226 27.4811  -0.669
C -16.9238 -25.2117 30.9124  -0.488
C -15.7161 -18.5044 38.8213  -0.587
C -18.7350 -22.2428 42.6326  -0.818
C -19.5052 -28.3343 37.7251  -0.698
C -18.8895 -15.3273 25.3247  -0.643
C -22.1251 -20.6904 33.6433  -0.206
C -17.7950 -23.2010 43.4871  -0.554
C -23.5993 -24.8814 28.9876  -0.571
C -16.7064 -26.7422 30.7502  -0.611
C -15.2020 -18.2318 40.2162  -0.627
C -15.3415 -17.3275 37.9450  -0.676
C -19.6778 -17.6723 25.8574  -0.628
C -19.1087 -16.7496 24.8058  -0.581
C -24.8010 -26.4967 30.6097  -0.716
C -15.6200 -24.4566 31.3220  -0.715
C -23.4186 -20.5402 33.1601  -0.528
C -20.2533 -22.6927 42.5989  -0.486
C -13.8363 -16.8838 38.2019  -0.718
C -33.7923 -22.5175 29.1420  -0.691
C -32.4605 -20.6424 30.0288  -0.643
C -20.9778 -21.8283 41.5991  -0.417
C -20.0030 -30.1962 35.8410  -0.626
C -22.4567 -22.1601 41.3351  -1.192
C -22.9953 -26.2461 28.5299  -0.649
C -25.7735 -14.0928 26.8697  -0.733
C -17.6759 -24.5703 42.7808  -1.027
C -24.2402 -22.4070 34.4401  -0.609
C -21.8833 -21.6481 34.6188  -0.029
C -27.4996 -16.0319 27.8234  -0.563
C -18.3271 -15.3903 26.8017  -0.678
H -18.0291 -30.6744 36.7430  0.300
H -25.4227 -21.2215 33.0636  0.429
H -15.3925 -23.4565 30.9530  0.431
H -26.1849 -15.5953 25.4564  0.304
H -18.8155 -21.2387 43.0490  0.388
H -23.4702 -19.7648 32.4100  0.360
H -22.8280 -21.9752 40.3271  0.332
H -17.5267 -27.2888 31.2154  0.423
H -32.1210 -22.9269 27.7611  0.333
H -14.8772 -19.0889 40.8061  0.364
H -33.6348 -22.0648 31.2608  0.321
H -18.4041 -14.4301 27.3118  0.394
H -19.8692 -14.8566 25.4063  0.322
H -19.3509 -18.7121 25.8614  0.365
H -27.8938 -16.2192 28.8222  0.389
H -34.5253 -20.8654 30.4615  0.355
H -25.3439 -16.2844 28.2813  0.313
H -18.3598 -22.2132 41.6097  0.350
H -25.4507 -24.4449 30.1293  0.382
H -16.0200 -16.5150 38.2049  0.302
H -16.8841 -22.6097 43.5810  0.354
H -22.5601 -23.2324 41.5012  0.304
H -20.4731 -31.1796 35.8447  0.429
H -25.0579 -23.0932 34.6041  0.436
H -18.1194 -17.1266 24.5465  0.293
H -25.9437 -17.4728 27.2185  0.331
H -25.0776 -14.0563 27.7078  0.341
H -15.9439 -17.7305 40.8379  0.350
H -19.2065 -28.8993 38.6081  0.351
H -13.0581 -17.5401 37.8124  0.317
H -32.4978 -20.1727 29.0459  0.316
H -15.1284 -19.3079 38.3774  0.277
H -20.3414 -23.7171 42.2368  0.361
H -18.8148 -27.7520 35.8626  0.294
H -16.7700 -18.7821 38.8420  0.360
H -17.3943 -24.8315 30.0057  0.335
H -13.5155 -15.8430 38.1573  0.412
H -21.0171 -20.7944 41.9421  0.283
H -15.3078 -27.4321 32.1956  0.297
H -23.0700 -21.5863 42.0298  0.308
H -24.5244 -15.6757 25.9440  0.365
H -18.5015 -25.1502 43.1935  0.289
H -19.6958 -16.6569 23.8921  0.322
H -17.7612 -24.4348 41.7026  0.261
H -20.7490 -17.8739 25.8547  0.329
H -17.8994 -29.9555 35.1949  0.315
H -32.0708 -24.0162 29.2354  0.373
H -20.4161 -21.9947 40.6799  0.324
H -32.1712 -19.9683 30.8351  0.387
H -25.6416 -13.1970 26.2629  0.433
H -25.6415 -27.0074 31.0796  0.430
H -34.4995 -23.3225 29.3423  0.331
H -18.2641 -14.8402 24.5766  0.344
H -17.4381 -28.1074 36.8474  0.375
H -21.3448 -20.0331 33.2891  0.452
H -28.1929 -16.4699 27.1054  0.311
H -25.6744 -25.5988 28.8089  0.334
H -23.2006 -26.4207 27.4737  0.339
H -24.1679 -26.2292 31.4556  0.325
H -22.9159 -24.3908 29.6807  0.335
H -21.9344 -26.3321 28.7649  0.350
H -20.9026 -22.5157 43.4563  0.275
H -22.7543 -23.1575 35.8207  0.461
H -19.6518 -27.2868 37.9884  0.410
H -18.1413 -23.3820 44.5046  0.321
H -34.1281 -22.0452 28.2188  0.312
H -15.5177 -24.3777 32.4043  0.325
H -14.7997 -28.0590 30.5944  0.447
H -16.6988 -24.9556 43.0722  0.345
H -23.8676 -24.3034 28.1032  0.282
H -16.7989 -26.8254 29.6673  0.216
H -20.2826 -29.8682 34.8398  0.304
H -15.5932 -17.5475 36.9075  0.392
H -17.2952 -15.7413 26.8097  0.357
H -17.5799 -25.0645 31.7703  0.229

Forces on atoms 1 to 3 (eV/Å):
S -2.0 2.4 -0.4
S -1.5 1.4 -1.9
S 2.1 -2.1 -2.0


No. 2
Formula: C2H8IN3
Source: OMol25
Level of theory: the ωB97M-V functional and the def2-TZVPD basis

Calculated values
total energy	-14752.853	eV
total charge	+2
gap between HOMO and LUMO	8.518	eV
energy above the lowest of the compared OMol25 structures with the same formula, charge and spin	1.344	eV
E_LUMO	-0.357	Ha
SMILES	C=[NH+]C[NH2+]NI

Last column: Mulliken charge in e.
CARTESIAN COORDINATES (ANGSTROEM)
I -2.6376 -0.0239 0.0516  0.471
N 0.0486 -1.2733 0.3259  -0.042
N -1.1402 -1.3418 -0.5555  -0.634
N 0.5408 1.0788 0.3405  -0.014
C -0.2659 1.7640 -0.3448  -0.381
C 1.1149 -0.1771 -0.0058  -0.517
H -0.4153 2.7920 -0.0268  0.353
H 1.3399 -0.1556 -1.1601  0.404
H 2.1278 -0.1654 0.5408  0.406
H 0.6751 -2.0346 0.2960  0.372
H -0.5216 1.3888 -1.3742  0.438
H -1.5867 -2.3257 -0.6520  0.399
H -0.1640 -1.1417 1.4100  0.434
H 0.8842 1.6154 1.1545  0.311

Forces on atoms 1 to 3 (eV/Å):
I -0.2 -0.5 0.1
N 0.2 1.9 2.8
N 0.1 -0.5 -0.2


No. 3
Formula: C13H29B2BaNO3P2
Source: OMol25
Level of theory: the ωB97M-V functional and the def2-TZVPD basis

Calculated values
total energy	-42199.007	eV
total charge	+1
gap between HOMO and LUMO (alpha / beta)	3.686 / 4.728	eV
energy above the lowest of the compared OMol25 structures with the same formula, charge and spin	0.000	eV
2S+1	2
E_LUMO (alpha / beta)	-0.110 / -0.115	Ha

Last column: Mulliken charge in e.
CARTESIAN COORDINATES (ANGSTROEM)
Ba -1.0262 0.3414 -0.1400  1.408
P 0.1977 3.3141 1.1926  0.523
P -0.5264 -2.2095 -2.1710  1.167
O 1.1675 -0.0692 -1.7890  -0.462
O 1.9807 -2.8638 0.3909  -0.677
O 0.6771 -1.1288 1.2712  0.345
N -0.0390 2.1884 -3.6252  -0.472
C 0.2464 -3.6740 -2.7658  -1.354
C 1.2454 -1.5738 3.6681  -0.818
C -1.2571 -1.2394 -3.4417  -0.939
C 1.9785 -2.4568 4.4927  -0.641
C -1.7803 -2.5373 -0.9420  -1.345
C 1.2693 -1.8384 2.3168  0.402
C 0.2098 2.5520 2.8518  -0.703
C 1.6181 4.3319 0.6521  -1.160
C 2.6820 -3.5361 3.9529  -0.491
C 1.9975 -2.8865 1.7739  0.623
C 0.8227 -1.2590 -1.3911  -0.932
C -1.3661 4.1767 0.7255  -0.821
C 2.6976 -3.7521 2.5749  -0.779
B -1.3696 2.2228 -3.0295  0.255
B 1.1977 -1.7720 0.0370  0.316
H 3.2000 -4.2393 4.6276  0.364
H 0.6853 1.5553 2.7372  0.034
H -2.1852 -3.5164 -1.2099  0.454
H 0.5013 1.3176 -3.6321  0.284
H -2.6495 -1.8542 -0.9710  0.453
H -1.4367 -2.6364 0.1023  0.332
H -1.5952 2.9571 -2.0811  -0.180
H 0.3776 2.1153 0.4621  -0.391
H 2.4898 3.6634 0.5385  0.377
H -2.2393 3.6725 1.1816  0.285
H -5.5331 2.1798 -1.3110  -0.039
H 1.9013 -2.3437 5.5663  0.390
H 0.8607 -3.4130 -3.6346  0.377
H -5.7942 1.8747 -0.6935  0.038
H -0.8306 2.4057 3.2021  0.317
H 0.9161 -4.1069 -2.0115  0.301
H 0.6710 -0.7311 4.0187  0.430
H 1.4234 4.8178 -0.3223  0.325
H -0.5228 -4.4023 -3.0604  0.440
H -1.6747 -1.9782 -4.1273  0.440
H 1.9299 5.1333 1.3436  0.375
H 3.2636 -4.5666 2.1072  0.437
H 0.7818 3.1122 3.6143  0.402
H -2.1938 1.5509 -3.5466  -0.061
H -1.5209 4.2337 -0.3707  0.290
H -1.3871 5.2173 1.1013  0.352
H -2.0632 -0.5761 -3.1151  0.191
H -0.5147 -0.6501 -3.9773  0.274
H 0.5162 2.8770 -3.1436  0.259

Forces on atoms 1 to 3 (eV/Å):
Ba 1.1 0.3 -0.7
P -1.8 0.6 0.3
P 3.9 2.6 2.4


No. 4
Formula: C4H4F2
Source: OMol25
Level of theory: the ωB97M-V functional and the def2-TZVPD basis

Calculated values
total energy	-9643.604	eV
gap between HOMO and LUMO (alpha / beta)	8.108 / 8.108	eV
energy above the lowest of the compared OMol25 structures with the same formula, charge and spin	2.848	eV
E_LUMO (alpha / beta)	-0.041 / -0.041	Ha

Last column: Mulliken charge in e.
CARTESIAN COORDINATES (ANGSTROEM)
F -0.8755 1.6279 0.2117  -0.234
F -2.6123 -1.4097 0.0046  -0.118
C -1.0653 0.3066 0.0448  0.700
C 1.4024 0.1958 -0.0346  -1.050
C 0.0646 -0.4529 0.0035  -0.138
C -2.4027 -0.0941 -0.1944  -0.415
H 1.5668 1.2115 0.4616  0.290
H 1.8488 0.4595 -1.0296  0.279
H 2.1848 -0.3092 0.4868  0.362
H -0.1115 -1.5355 0.0456  0.325

Forces on atoms 1 to 3 (eV/Å):
F -0.6 0.2 -0.4
F 0.9 0.9 -0.1
C 2.2 -1.0 0.6


No. 5
Formula: C2H2S2
Source: OMol25
Level of theory: the ωB97M-V functional and the def2-TZVPD basis

Calculated values
total energy	-23772.737	eV
gap between HOMO and LUMO (alpha / beta)	5.158 / 5.775	eV
energy above the lowest of the compared OMol25 structures with the same formula, charge and spin	2.878	eV
E_LUMO (alpha / beta)	-0.089 / -0.079	Ha

Last column: Mulliken charge in e.
CARTESIAN COORDINATES (ANGSTROEM)
S -2.4330 0.3366 0.0364  -0.106
S 1.0556 -1.6422 0.0969  -0.360
C 0.4216 0.1930 0.0025  -0.527
C -0.9126 0.3668 0.3917  0.458
H 0.6182 0.1201 -1.1189  0.262
H 1.2502 0.6257 0.5913  0.273

Forces on atoms 1 to 3 (eV/Å):
S 2.0 0.1 1.3
S -0.8 0.3 0.1
C 1.6 -1.0 0.6


No. 6
Formula: C14H9AuBrF6N2O6S2
Source: OMol25
Level of theory: the ωB97M-V functional and the def2-TZVPD basis

Calculated values
total energy	-141627.010	eV
total charge	+1
gap between HOMO and LUMO (alpha / beta)	4.292 / 4.280	eV
energy above the lowest of the compared OMol25 structures with the same formula, charge and spin	1.528	eV
E_LUMO (alpha / beta)	-0.259 / -0.259	Ha

Last column: Mulliken charge in e.
CARTESIAN COORDINATES (ANGSTROEM)
Au -0.5338 0.8974 -2.0249  0.667
Br 2.5786 3.4074 0.2711  -0.156
S -2.3617 1.4762 0.6668  0.868
S -3.8526 0.9553 -1.6563  0.996
F -4.9853 -1.3017 -0.8907  -0.223
F -5.3966 -0.6848 -2.9259  -0.184
F -2.1078 2.1870 3.1311  -0.167
F -3.5264 0.5789 2.8064  -0.205
F -3.4657 -1.5234 -2.4078  -0.213
F -4.0461 2.6118 2.2510  -0.164
O 1.4401 1.0233 -1.5793  -0.690
O -1.2752 0.3850 1.0818  -0.288
O 1.2105 -0.3428 0.2053  -0.445
O -4.9277 1.8509 -1.8616  -0.512
O -2.6606 1.0996 -2.4791  -0.657
O -1.7230 2.6554 0.2219  -0.535
N -3.4813 0.7920 -0.0930  -0.285
N -1.0005 -1.1203 -0.7259  -0.050
C -1.3681 -0.9632 0.6521  0.156
C 5.5495 -0.1757 -0.0114  -0.659
C -0.6950 -1.7895 1.6641  -0.619
C 3.7675 1.9438 0.1114  0.231
C 5.1069 2.1559 0.3851  -0.454
C -3.0706 1.7414 2.3544  0.666
C 3.3058 0.6783 -0.2207  0.481
C 1.8676 0.4222 -0.5211  0.551
C 5.9988 1.0952 0.3128  -0.538
C 4.2049 -0.3817 -0.2676  -0.352
C -0.0356 -2.9127 1.2768  -0.441
C 0.0945 -3.1413 -0.0912  -0.440
C -0.3393 -2.1887 -1.0492  -0.351
C -4.4781 -0.7676 -1.9929  0.679
H 5.4478 3.1468 0.6499  0.414
H -0.1025 -2.3205 -2.0995  0.534
H 7.0480 1.2670 0.5140  0.394
H 3.8415 -1.3722 -0.5152  0.370
H 6.2429 -1.0043 -0.0587  0.398
H 0.3999 -3.5906 1.9971  0.509
H 0.5761 -4.0459 -0.4450  0.471
H -2.4425 -1.2406 0.6601  0.711
H -0.8047 -1.5031 2.7035  0.532

Forces on atoms 1 to 3 (eV/Å):
Au 0.1 0.4 -0.2
Br 0.0 0.0 0.0
S -0.1 0.0 0.0